The following is a DFT calculation (the ωB97M-V functional and the def2-TZVPD basis) of a 2-piece molecular cluster, CH6S2 overall at a distorted geometry.

The geometry in XYZ format:
```
9
Properties=species:S:1:pos:R:3:forces:R:3
C 3.19693 2.75619 -1.81415 0.0942 0.2538 -0.4249
H 3.69914 3.22184 -2.66330 -0.2592 -0.1206 -0.2449
H 3.28096 1.67661 -1.88789 0.3457 -0.0402 0.2819
H 2.13228 2.96666 -1.82497 -0.0220 0.2979 0.0327
H 3.67947 3.20200 -0.94948 -0.1660 -0.3985 0.3620
S -0.93986 -0.16630 1.42773 -0.1195 1.9765 2.5604
S -0.87987 -1.42473 -0.37205 0.2238 -2.0063 -2.6912
H -1.77590 0.69711 0.82629 0.0659 -0.2526 0.1073
H -0.63424 -2.58585 0.26502 -0.1628 0.2897 0.0167
```
Forces are in eV/Å.

## Properties
Spin multiplicity ... 2
HOMO level (spin up / spin down) ... -0.03 / -3.09 eV
Total charge ... -1
ΔE to the lowest compared entry with this formula, charge and spin ... 0.2926 eV

The following is a DFT calculation (the ωB97M-V functional and the def2-TZVPD basis) of a 2-piece molecular cluster, C19H25BCl3NO3 overall at a distorted geometry.

The geometry in XYZ format:
```
52
Properties=species:S:1:pos:R:3:forces:R:3
Cl 0.70725 5.70769 0.07172 0.0811 -0.3866 -0.2100
B 1.86116 4.56521 -0.77720 0.1020 1.0003 -1.5564
Cl 1.24762 3.92942 -2.45228 0.2594 0.1802 0.8956
Cl 3.54701 5.43920 -1.04220 -0.7724 -0.7686 0.3152
O 2.06797 3.41367 0.15021 1.3804 -2.3123 0.8679
C 2.73618 2.32163 0.07667 -0.3954 2.4864 -0.1520
C 3.35280 1.81124 1.27308 0.5552 -0.2702 1.1226
C 4.48867 0.95925 1.19618 -0.6825 -0.0261 -0.1468
C 4.98894 0.34162 2.33963 0.0921 0.1819 0.1786
C 4.43091 0.61618 3.60191 -0.1276 0.1887 -0.7624
C 3.44143 1.60093 3.70782 -0.0866 0.2554 -0.0377
C 2.92863 2.22712 2.56891 0.2464 -0.2248 -0.2688
H 2.88618 1.84984 -0.91124 -0.0087 0.2536 0.3416
H 4.98428 0.86290 0.22752 -0.2440 -0.4171 0.2585
H 5.84004 -0.33973 2.26562 -0.2980 0.2721 -0.0344
H 4.79607 0.09864 4.49025 -0.0788 0.1989 -0.2765
H 3.08651 1.90525 4.69958 0.1126 -0.1259 -0.4925
H 2.24556 3.07161 2.65689 -0.1364 -0.4488 -0.0407
C 0.13396 -3.65752 2.41107 -0.1007 0.1008 0.1684
O -0.82539 -2.58839 2.23929 0.1382 -0.1134 -0.5164
C -1.39668 -2.60198 1.01214 0.0607 -0.9901 -0.5325
O -1.19419 -3.51060 0.23019 -0.4244 0.8171 0.7743
C -2.29070 -1.38205 0.80024 0.5073 0.0414 -0.2856
C -3.60808 -1.50808 1.57146 -0.0796 0.1755 0.5309
C -4.73511 -1.19325 0.58271 -0.1724 -0.2822 -0.1081
C -4.05696 -0.70910 -0.69319 0.4110 0.4906 -0.1784
N -2.65105 -1.12426 -0.57477 -0.8321 -0.4106 0.8969
C -1.70614 -0.69188 -1.50541 2.3062 -0.8630 -1.1363
C -0.62991 -1.48808 -1.88000 -2.1890 0.6472 0.3300
C -0.11052 -1.45371 -3.28279 0.7194 0.6941 -0.3902
C -0.42258 -0.13721 -4.01785 -0.1480 -0.0330 -0.1029
C -0.65193 1.00185 -3.03118 -0.2173 -0.0772 0.2720
C -1.86206 0.69066 -2.12987 0.0073 -0.1063 -0.4140
H 0.51575 -3.51178 3.42556 -0.0307 -0.1689 -0.2540
H -0.35728 -4.63714 2.29643 0.2681 0.4188 0.0752
H 0.94051 -3.55689 1.66604 -0.3478 -0.1007 0.3240
H -1.70786 -0.53764 1.19106 0.0512 0.0193 0.1573
H -3.74262 -2.49422 2.03000 0.1237 0.2209 -0.0809
H -3.56879 -0.76296 2.36652 -0.2040 -0.2020 0.1394
H -5.32709 -2.09175 0.37896 0.1117 0.1536 0.0556
H -5.41408 -0.43275 0.97503 0.0470 -0.1310 -0.0396
H -4.53643 -1.13362 -1.58570 0.2763 0.0062 0.0981
H -4.14612 0.38483 -0.78077 0.0223 -0.0922 0.0301
H -0.41964 -2.41135 -1.34706 -0.3584 0.2327 -0.1785
H 0.95915 -1.67779 -3.36548 -0.0006 0.0060 0.2328
H -0.61697 -2.26405 -3.82848 0.1636 0.0045 0.2445
H 0.38468 0.13360 -4.70401 -0.0791 -0.1319 -0.0106
H -1.32086 -0.31632 -4.62452 0.0722 0.3589 0.0549
H 0.22899 1.07595 -2.36959 -0.2063 0.0807 -0.2827
H -0.76195 1.97543 -3.53376 -0.0491 -0.3686 0.1645
H -2.80399 0.74029 -2.69664 0.1889 0.0808 -0.0708
H -1.93523 1.49007 -1.36869 -0.0345 -0.5148 0.0307
```
Forces are in eV/Å.

## Properties
HOMO level ... -7.38 eV
Total charge ... 0
ΔE to the lowest compared entry with this formula, charge and spin ... 0.0000 eV

The following is a DFT calculation (the ωB97M-V functional and the def2-TZVPD basis) of a 8-piece molecular cluster, C29H62FN4O9 overall at a distorted geometry.

The geometry in XYZ format:
```
105
Properties=species:S:1:pos:R:3:forces:R:3
C -4.71697 -2.13013 1.18029 1.3973 0.5020 0.2719
C -3.15368 -2.54965 1.04259 1.7136 -0.8685 -0.0961
C -2.39955 -2.38845 -0.33680 2.3808 -1.5495 3.7678
C -0.87032 -2.79079 -0.36368 -1.9511 -0.1159 2.7278
C -0.14008 -3.33283 0.92207 -3.5330 0.9447 -0.0578
C 1.44187 -3.71318 0.88497 -1.8079 0.8775 -0.0236
C 2.23086 -2.34294 1.10617 1.2343 3.5862 1.5829
N 1.74599 -1.31277 2.02178 5.2772 -1.0321 -4.2079
C 2.79866 -0.29757 1.87256 -0.4304 -1.5962 -0.5125
N 2.70170 0.81794 2.60866 -0.2249 0.5117 0.0181
C 3.60730 1.99352 2.63609 0.4562 0.1141 2.0577
C 3.12157 2.96608 3.84898 -2.1343 4.1806 -0.5171
O 2.66547 4.11094 3.62309 2.3705 -5.5573 1.1738
F 3.17109 2.51056 5.20037 0.2140 0.3513 -3.2268
N 3.85400 -0.61783 0.95319 -3.1576 -0.0196 2.7400
C 5.10423 0.04174 0.50430 0.9384 -0.6469 -2.0003
C 4.88713 0.72920 -0.96847 1.7895 1.1268 0.1142
C 4.46062 2.27147 -0.89625 -0.2206 -0.2150 -1.3979
O 4.01571 -0.03642 -1.83521 1.0875 -0.4473 1.3395
N 3.48607 -1.88002 0.51347 -2.8558 -2.3577 0.7066
C -0.94635 -3.49181 2.24415 -1.5319 1.3314 -2.0067
C -2.45501 -3.11086 2.33473 2.1961 0.7297 -4.4033
H -4.70279 -1.04060 1.56680 -0.2333 -1.6467 -0.7963
H -5.25025 -2.74740 1.99330 0.8786 0.7394 -1.4809
H -5.25320 -2.15520 0.16849 0.7637 -0.0046 1.6359
H -2.92808 -1.98254 -1.27898 0.9805 -0.7955 1.8401
H -0.29484 -2.66160 -1.35340 -0.9449 -0.2924 1.7818
H 1.61362 -4.19690 -0.13929 0.2670 0.7859 1.6112
H 1.58067 -4.46375 1.75438 0.2623 1.4053 -1.4687
H 1.86233 0.87426 3.23141 0.4773 -0.2407 -0.4519
H 4.64829 1.62409 2.95270 -1.3520 0.7836 -0.7150
H 3.60099 2.64616 1.70013 0.0086 -1.0377 1.3635
H 5.59358 0.74480 1.25663 -1.1403 -1.0351 -0.9759
H 5.87731 -0.80507 0.31347 -1.2998 1.2623 0.5798
H 5.94580 0.70118 -1.46337 -1.6926 0.1601 1.1034
H 3.42974 2.45439 -0.42437 1.5981 -0.3400 -0.5029
H 5.29648 2.92493 -0.44475 -1.3990 -1.2029 -0.4066
H 4.36277 2.63049 -1.99607 0.1292 -0.5854 1.8453
H 4.47097 -0.91176 -1.93230 -0.6452 1.1665 -0.2715
H 4.05547 -2.40595 -0.16612 -0.5283 0.6420 0.7155
H -0.43476 -3.88952 3.20413 -0.9332 0.7309 -2.0512
H -3.09312 -3.20008 3.27505 1.2420 0.0241 -1.4030
C -9.12287 0.45972 0.18129 -0.1826 -0.0669 -0.0195
C -7.85708 0.02552 0.89293 -0.0252 0.3614 -0.2202
O -6.72668 0.23336 0.05506 0.1775 0.0329 -0.0505
H -9.25100 -0.09998 -0.74914 0.0176 -0.0356 0.1257
H -10.00034 0.30004 0.81267 0.0064 0.0632 -0.0690
H -9.07126 1.51877 -0.08803 -0.0321 -0.0163 0.1430
H -7.90345 -1.03751 1.14078 0.1575 0.0663 -0.0725
H -7.71655 0.59070 1.81992 -0.1495 -0.0932 0.1090
H -6.68716 1.17914 -0.15329 0.1106 -0.1791 -0.0087
C -6.46598 2.46018 -3.52379 -0.0438 -0.0299 0.0343
C -7.11257 3.24710 -2.40133 0.2627 0.0281 -0.3409
O -6.18094 3.44952 -1.34344 0.0130 -0.0276 0.3372
H -6.11219 1.49194 -3.15959 -0.0975 0.0578 -0.0308
H -7.17254 2.29314 -4.34041 0.0960 0.0174 -0.0107
H -5.59419 2.99032 -3.91620 -0.1429 -0.0240 -0.0737
H -7.96992 2.70352 -1.99772 0.1187 0.1054 0.1410
H -7.45835 4.22288 -2.75659 -0.1662 -0.0728 -0.0604
H -5.42996 3.93822 -1.70604 -0.1720 -0.1608 0.1247
C 4.81961 6.48071 -0.00260 0.0226 -0.0448 0.1871
C 5.88333 6.60622 -1.07526 -0.3837 0.2151 -0.0386
O 5.32029 6.35403 -2.35678 0.0125 -0.1244 -0.1599
H 4.37712 5.48050 -0.01656 0.0811 0.0342 0.0020
H 5.24084 6.66669 0.98847 -0.0965 0.0245 -0.0196
H 4.00661 7.19100 -0.17819 0.0979 0.0291 0.0792
H 6.68244 5.88030 -0.90851 -0.0533 0.0375 -0.2004
H 6.32228 7.60863 -1.07523 0.1168 -0.0528 0.1852
H 4.62052 7.00536 -2.50154 0.1927 -0.1641 -0.0116
C -0.42592 -7.69470 5.18470 -0.0735 -0.0597 0.1081
C -0.61895 -6.78149 3.99095 0.1845 -0.2947 0.1558
O -0.01242 -5.51583 4.23734 0.3546 0.1002 0.1311
H -0.86264 -7.24977 6.08261 -0.0428 -0.0424 -0.1251
H -0.89146 -8.66755 5.01098 0.0737 0.0385 0.0408
H 0.63839 -7.84537 5.38884 -0.0441 -0.0926 -0.0853
H -1.68199 -6.61604 3.80391 0.1549 0.1881 -0.0236
H -0.17349 -7.21555 3.09043 -0.1521 -0.1067 -0.0309
H 0.92979 -5.66906 4.39349 -0.2548 -0.0029 0.1025
C -4.87344 0.67390 -8.09832 -0.0459 -0.1397 -0.1055
C -5.51403 1.46112 -6.97261 0.3299 0.0746 -0.2151
O -4.57874 1.66191 -5.91921 0.1251 0.0552 0.1923
H -4.51935 -0.29476 -7.73578 -0.1183 0.0662 -0.0014
H -5.58351 0.50787 -8.91204 0.0930 0.0075 -0.0025
H -4.00219 1.20407 -8.49436 -0.1125 0.0431 -0.0579
H -6.36998 0.91845 -6.56559 0.1461 0.0883 0.1332
H -5.86044 2.43745 -7.32621 -0.1681 -0.0735 -0.0937
H -3.82846 2.15011 -6.28456 -0.1864 -0.1459 0.0862
C -2.02913 0.43374 4.50086 -0.0793 0.1111 -0.0160
C -0.63835 0.00084 4.08478 -0.4811 -0.1562 0.1513
O 0.31702 0.99705 4.45147 0.5446 0.1621 -0.1472
H -2.29298 1.38345 4.02807 0.0212 -0.1270 -0.0419
H -2.77105 -0.31771 4.22118 0.0462 0.0429 0.0411
H -2.07829 0.59156 5.58251 -0.0341 -0.1232 -0.0256
H -0.58786 -0.13458 3.00233 0.1533 0.0400 0.1260
H -0.36282 -0.94355 4.56369 -0.0615 -0.0755 -0.1559
H 0.27315 1.10532 5.41158 0.1238 0.0710 -0.2430
C 9.61693 -1.33840 -3.52228 0.1100 -0.1294 -0.0293
C 8.24568 -1.22903 -2.88706 0.2733 0.2172 -0.2875
O 8.25025 -0.22422 -1.87729 -0.3130 0.1830 0.2983
H 10.37024 -1.58238 -2.76877 -0.1232 -0.0534 -0.0490
H 9.62854 -2.11013 -4.29542 0.0432 0.0868 0.0145
H 9.91220 -0.38581 -3.97162 -0.0859 -0.0815 -0.0804
H 7.96398 -2.17598 -2.42054 -0.0062 0.1610 0.1222
H 7.48791 -0.97305 -3.63471 -0.0084 -0.1680 -0.0914
H 8.49211 0.61200 -2.29909 0.0294 -0.2144 0.1199
```
Forces are in eV/Å.

## Properties
HOMO level ... -10.36 eV
Total charge ... +1

The following is a DFT calculation (the ωB97M-V functional and the def2-TZVPD basis) of a 3-piece molecular cluster, C3H14N2O2 overall at a distorted geometry.

The geometry in XYZ format:
```
21
Properties=species:S:1:pos:R:3:forces:R:3
N -1.73578 -0.63503 -0.78927 2.3076 -4.3758 0.4244
C -1.28433 0.26310 0.23423 0.0411 -0.1284 1.0329
C 0.10623 0.72367 -0.12709 2.4082 -0.8703 -0.1474
C 0.86871 1.62934 0.94269 -0.0441 -1.9667 -0.5951
N 2.11977 2.14081 0.34315 -1.2983 1.9760 -3.6427
H -0.94636 -1.03698 -1.43673 -1.6542 1.8936 0.5210
H -2.12629 -1.57501 -0.45624 -0.6443 1.8865 -0.3750
H -1.33060 -0.28529 1.24900 -0.2101 0.4719 -1.2964
H -2.00645 1.09153 0.36996 0.1121 -0.0801 -0.1238
H 0.82120 -0.21801 -0.26495 -1.5818 1.7693 0.1094
H 0.07393 1.24507 -1.10199 0.0158 -0.0995 0.4310
H 1.15900 0.91183 1.77462 -0.5767 1.2439 -0.6415
H 0.18495 2.41794 1.23796 0.1017 0.0899 0.5032
H 1.95242 3.17411 0.15811 0.5322 -1.0319 1.3340
H 2.05641 1.99683 -0.74771 0.5607 -0.8022 2.4387
H 1.73666 2.20511 -3.64086 0.1194 -0.1962 -0.3079
H 1.47446 0.89597 -4.42339 0.3603 0.3444 0.1780
O 2.10973 1.33297 -3.83163 -0.5425 -0.1011 0.1455
H -2.45207 -5.21625 3.80089 1.4110 -0.8392 0.1310
H -1.22442 -5.40445 2.93709 0.7324 0.2874 -1.4540
O -1.55717 -5.65724 3.77215 -2.1506 0.5284 1.3347
```
Forces are in eV/Å.

## Properties
Spin multiplicity ... 2
HOMO level (spin up / spin down) ... -13.69 / -13.55 eV
Total charge ... +1
ΔE to the lowest compared entry with this formula, charge and spin ... 2.4766 eV

The following is a DFT calculation (the ωB97M-V functional and the def2-TZVPD basis) of a 3-piece molecular cluster, C4H12O3 overall at a distorted geometry.

The geometry in XYZ format:
```
19
Properties=species:S:1:pos:R:3:forces:R:3
C 2.84971 2.16763 -1.15580 0.4548 -0.4217 -0.0374
C 0.75328 0.60525 1.67737 0.0045 -0.9376 0.3622
O -0.10313 -0.25522 0.94697 -0.1402 0.3248 -0.2318
C 1.87455 1.19713 0.88748 -0.2500 -0.5974 -0.2962
C 1.79053 1.41555 -0.41576 0.1012 0.3706 -0.2663
H 3.75498 2.15075 -0.54400 0.0250 0.4163 -0.0074
H 2.53545 3.19196 -1.36499 0.0606 0.0447 0.1666
H 3.14423 1.74430 -2.11367 -0.2253 -0.2721 -0.1961
H 1.17063 0.05266 2.51988 0.1862 -0.0661 0.2236
H 0.08625 1.34296 2.12330 0.1171 0.3254 -0.1100
H 0.43019 -0.85612 0.39859 -0.1080 -0.1667 0.1022
H 2.85667 1.24256 1.34157 -0.0276 0.6481 0.4150
H 0.91744 1.06782 -0.94652 -0.2973 0.3094 -0.0833
H -2.45882 0.30508 0.30920 0.2001 -0.0854 -0.0791
H -2.68533 -1.12807 -0.10896 -0.0263 0.1265 -0.2237
O -2.98397 -0.22384 -0.30231 -0.1404 -0.0779 0.1970
H -2.08513 -3.72089 -0.80546 0.0086 0.0925 -0.0480
H -2.78626 -4.22538 -2.07319 0.0994 0.0768 0.0797
O -2.95492 -3.75277 -1.24654 -0.0423 -0.1102 0.0331
```
Forces are in eV/Å.

## Properties
Spin multiplicity ... 2
HOMO level (spin up / spin down) ... 0.91 / -6.32 eV
Total charge ... -1
ΔE to the lowest compared entry with this formula, charge and spin ... 1.3998 eV

The following is a DFT calculation (the ωB97M-V functional and the def2-TZVPD basis) of C21H14N2O4RuS as an isolated structure at a distorted geometry.

The geometry in XYZ format:
```
43
Properties=species:S:1:pos:R:3:forces:R:3
Ru -0.33544 -0.17971 -0.89953 0.6966 -1.3238 -1.6948
O 1.00444 -0.33052 -2.76378 -2.5937 -0.1396 1.2303
C 2.23609 -0.02749 -2.81913 1.4572 0.3729 0.6278
C 2.81524 0.37305 -4.05884 -0.2678 -0.3598 0.0014
C 4.14650 0.66901 -4.17582 0.0517 0.0253 0.1853
C 4.97967 0.66875 -3.04980 0.2814 0.0851 -0.0430
C 4.45466 0.34780 -1.82555 -0.1668 -0.1926 0.0172
C 3.11693 -0.05194 -1.67566 -0.4390 0.6895 -1.1065
C 2.66462 -0.46009 -0.40250 -0.7024 -0.7450 0.9207
N 1.51729 -1.03972 -0.15982 -0.1436 1.8991 -0.7248
N 1.33018 -1.52743 1.06466 0.1564 -0.7870 2.2745
C 0.10125 -1.93610 1.34224 2.2821 0.3990 -0.2090
O -0.86004 -1.94388 0.53154 -0.8672 1.0751 -1.7527
C -0.07449 -2.35484 2.75147 -0.2155 -0.0548 0.0963
C -1.32915 -2.21610 3.33141 0.1176 -0.0112 -0.1974
C -1.50520 -2.49499 4.67249 -0.0488 -0.0624 0.1356
C -0.43097 -2.92130 5.43520 -0.0425 -0.0648 0.1709
C 0.81836 -3.07776 4.85601 0.0473 -0.0587 0.0497
C 1.00293 -2.78846 3.51837 -0.0504 -0.0296 -0.0370
H 2.16137 0.39920 -4.91847 -0.0779 -0.0109 -0.0551
H 4.56155 0.91668 -5.14465 -0.0358 0.0631 -0.0458
H 6.02845 0.91460 -3.13863 0.0378 0.0604 -0.0422
H 5.08518 0.35491 -0.94688 0.0793 -0.0149 0.1011
H 3.33618 -0.31397 0.44640 0.0807 -0.4544 -0.0442
H -2.13650 -1.85468 2.71503 -0.1371 0.0225 -0.0706
H -2.48000 -2.38054 5.12319 -0.0845 0.0428 0.0656
H -0.55963 -3.13257 6.48680 -0.0600 -0.0364 0.1102
H 1.65056 -3.42822 5.45221 0.0416 0.0186 0.0353
H 1.97553 -2.88095 3.06156 0.0327 0.0191 -0.0892
O -1.48646 0.81827 1.02500 0.4445 -0.7617 -0.5316
C -1.29902 1.59937 0.06407 -1.6196 1.1328 0.4081
O -0.15991 2.02326 -0.29982 1.0403 -1.2193 -0.9494
C -2.52349 2.12505 -0.65568 -0.0036 -0.4530 -0.3643
C -3.20533 3.23377 -0.18285 0.0233 0.0144 -0.0780
C -4.37063 3.65988 -0.80280 0.0156 0.0811 0.1293
C -4.84006 2.98550 -1.92127 -0.0947 0.1236 0.0347
C -4.15710 1.89323 -2.41391 0.1690 0.0014 0.2476
C -3.00203 1.42889 -1.77710 -0.4308 0.2033 -0.0670
S -2.24185 -0.00820 -2.43069 1.2338 0.3578 1.3608
H -2.81244 3.76512 0.67371 -0.0417 0.0101 0.0989
H -4.91385 4.50346 -0.39818 -0.0088 0.0613 -0.0518
H -5.75141 3.30718 -2.40574 -0.0665 0.0655 -0.0452
H -4.51198 1.36244 -3.28426 -0.0904 -0.0440 -0.1016
```
Forces are in eV/Å.

## Properties
Spin multiplicity ... 2
HOMO level (spin up / spin down) ... -4.52 / -4.38 eV
Total charge ... -1

Number 1: energy -22804.2829 eV. Number 2: energy -65986.8138 eV. Number 3: energy -58168.7396 eV. Number 4: energy -10402.4185 eV. Number 5: energy -10483.1010 eV. Number 6: energy -46591.5903 eV.